10
Properties=species:S:1:pos:R:3 method="wB97M-V/def2-TZVPD" lumo_ev=0.7 molar_mass_g_mol=137.0 max_force_ev_per_a=4.47 e_above_lowest_kj_mol=235.9 orbital_gap_ev=9.9 e_tot_ev=-75278.8360
C -1.1921 1.0791 -0.0348
C -0.3134 0.4273 -0.8490
C 0.6603 -1.1544 0.0997
O 0.6997 -0.9134 1.4048
Br 0.4762 1.1104 -2.3731
H -1.6808 2.0164 -0.1016
H -1.4643 0.7037 0.9644
H 0.0682 -2.0492 -0.1032
H 1.6136 -1.1735 -0.4048
H 1.1326 -0.0464 1.3976